Computed, not measured: 2 unconnected molecules or ions with the total composition C3H6NO5P, with the ωB97M-V functional and the def2-TZVPD basis.

ORCA input file:
```
! wB97M-V def2-TZVPD RIJCOSX def2/J DEFGRID3
* xyz -2 1
C 0.13 1.28 0.96
C -1.60 -1.65 0.88
C 0.32 0.21 -0.08
N 1.53 -0.46 -0.01
O 0.36 -0.66 -2.69
O -1.43 0.96 -2.09
O 2.52 -0.02 0.64
O 1.64 -1.63 -0.49
O 1.04 1.69 -1.82
P 0.00 0.56 -1.93
H 1.17 1.41 1.40
H -0.56 1.01 1.74
H -0.25 2.30 0.48
H -1.32 -2.32 0.16
H -2.53 -1.11 0.96
H -1.02 -1.57 1.90
*
```

Properties
Kohn-Sham gap (spin up / spin down): 5.9 / 6.4 eV
relative energy (zero: lowest compared OMol25 entry of this formula, charge and spin): 7.811 eV
energy: -890.05376 Ha

Charges obtained by Löwdin population analysis, quoted in units of e: C -0.12; C 0.05; C -0.24; N -0.41; O -0.42; O -0.46; O -0.09; O -0.04; O -0.41; P 0.01; H 0.07; H 0.02; H 0.11; H -0.06; H -0.04; H 0.02



Computed, not measured: a gas-phase ion, C3H6NOS (charge +1), with the ωB97M-V functional and the def2-TZVPD basis.

ORCA input file:
```
! wB97M-V def2-TZVPD RIJCOSX def2/J DEFGRID3
* xyz 1 1
C 1.83 -0.05 0.15
C 1.02 1.15 -0.26
C -0.69 -0.34 -0.62
N -2.06 -0.52 0.13
O -0.20 0.93 -0.60
S 0.62 -1.44 -0.03
H 2.62 -0.14 -0.58
H 2.29 -0.11 1.24
H 1.52 2.15 -0.44
H -1.98 -1.44 0.63
H -2.96 -0.44 -0.50
H -2.00 0.26 0.87
*
```

Properties
Kohn-Sham gap (spin up / spin down): 8.5 / 6.7 eV
relative energy (zero: lowest compared OMol25 entry of this formula, charge and spin): 3.364 eV
energy: -645.68765 Ha

Charges obtained by Löwdin population analysis, quoted in units of e: C -0.38; C -0.12; C -0.50; N 0.16; O -0.05; S 0.95; H 0.08; H 0.13; H 0.17; H 0.15; H 0.22; H 0.20



Computed, not measured: 2 unconnected molecules or ions with the total composition C3H6NOS2, with the ωB97M-V functional and the def2-TZVPD basis.

ORCA input file:
```
! wB97M-V def2-TZVPD RIJCOSX def2/J DEFGRID3
* xyz -1 1
C -1.31 1.22 0.47
C -0.17 0.68 -0.49
C -1.06 -0.11 1.22
N -0.09 -0.47 0.42
O 0.70 -1.55 0.24
S 2.98 -1.20 -1.32
S -1.81 -0.76 2.57
H -1.09 2.08 1.11
H -2.44 1.28 0.33
H -0.54 0.53 -1.45
H 0.68 1.32 -0.53
H 1.80 -1.15 -0.36
H 2.36 -1.86 -2.22
*
```

Properties
Kohn-Sham gap: 7.6 eV
relative energy (zero: lowest compared OMol25 entry of this formula, charge and spin): 0.488 eV
energy: -1044.23917 Ha

Charges obtained by Löwdin population analysis, quoted in units of e: C -0.14; C -0.09; C -0.87; N -0.23; O -0.21; S 0.27; S 0.41; H 0.09; H 0.11; H 0.08; H 0.10; H -0.19; H -0.34



Computed, not measured: a molecular structure, C3H6NS, with the ωB97M-V functional and the def2-TZVPD basis.

ORCA input file:
```
! wB97M-V def2-TZVPD RIJCOSX def2/J DEFGRID3
* xyz 1 1
C -0.48 1.00 0.62
C 0.12 0.65 1.79
C -1.23 -0.25 0.42
N 0.65 -0.48 -1.50
S -0.63 -1.01 1.84
H -0.26 1.76 -0.06
H 1.07 0.81 2.36
H -1.95 -0.71 -0.32
H 0.48 -1.50 -1.59
H 1.56 -0.26 -1.12
H 0.67 -0.01 -2.45
*
```

Properties
Kohn-Sham gap (spin up / spin down): 7.3 / 7.3 eV
relative energy (zero: lowest compared OMol25 entry of this formula, charge and spin): 1.748 eV
energy: -570.45373 Ha

Charges obtained by Löwdin population analysis, quoted in units of e: C -0.20; C -0.22; C -0.22; N 0.06; S 1.03; H 0.10; H 0.12; H 0.13; H 0.06; H 0.05; H 0.09



Computed, not measured: a gas-phase ion, C3H6NS (charge +1), with the ωB97M-V functional and the def2-TZVPD basis.

ORCA input file:
```
! wB97M-V def2-TZVPD RIJCOSX def2/J DEFGRID3
* xyz 1 1
C 0.15 -1.36 0.45
C -1.22 0.11 -0.51
C 0.94 -0.09 0.54
N 0.04 0.88 -0.24
S 0.01 -2.88 0.52
H -1.37 -0.19 -1.46
H -1.94 0.29 0.19
H 1.18 0.36 1.43
H 1.93 -0.03 0.02
H 0.28 1.16 -1.15
H 0.01 1.77 0.20
*
```

Properties
Kohn-Sham gap (spin up / spin down): 7.8 / 7.8 eV
relative energy (zero: lowest compared OMol25 entry of this formula, charge and spin): 2.236 eV
energy: -570.43580 Ha

Charges obtained by Löwdin population analysis, quoted in units of e: C -0.61; C 0.07; C -0.11; N 0.02; S 0.95; H 0.05; H 0.06; H 0.10; H 0.16; H 0.15; H 0.16



Computed, not measured: a gas-phase ion, C3H6NS (charge +1), with the ωB97M-V functional and the def2-TZVPD basis.

ORCA input file:
```
! wB97M-V def2-TZVPD RIJCOSX def2/J DEFGRID3
* xyz 1 1
C 0.17 -0.73 -0.94
C 1.45 -1.36 0.01
C 0.14 0.57 -0.34
N -1.12 0.74 0.63
S 1.64 0.33 0.75
H -0.52 -1.13 -1.62
H 1.95 -2.19 -0.08
H 0.16 1.48 -0.93
H -1.64 1.64 0.49
H -0.55 0.74 1.56
H -1.67 -0.10 0.45
*
```

Properties
Kohn-Sham gap (spin up / spin down): 7.8 / 8.4 eV
relative energy (zero: lowest compared OMol25 entry of this formula, charge and spin): 2.465 eV
energy: -570.42741 Ha

Charges obtained by Löwdin population analysis, quoted in units of e: C -0.08; C -0.08; C -0.56; N 0.16; S 0.90; H 0.07; H -0.01; H 0.12; H 0.18; H 0.15; H 0.15